[1]
ORCA calculation (ωB97M-V/def2-TZVPD) on a 2-piece molecular cluster, C4H9N overall in a non-equilibrium geometry.

Structure (ORCA input):
```
! RIJCOSX wB97M-V def2-TZVPD def2/J DEFGRID3
* xyz 0 1
C 0.3672 0.2954 -2.0821
N -0.6371 0.7132 -1.1216
C -0.6592 -0.0862 0.0536
C 0.3025 -0.4161 2.3741
C 0.0095 0.3121 1.1504
H 1.3347 0.1284 -1.6092
H 0.1048 -0.6934 -2.4985
H 0.4884 0.9870 -2.9156
H -1.5593 0.8790 -1.4885
H 0.9685 -1.3303 1.1022
H -1.5192 -0.7345 0.2487
H 0.5883 0.0094 3.3216
H -0.1686 -1.3980 2.4203
H 0.3796 1.3339 1.0446
*
```

Values from the calculation:
Relative energy (zero: lowest compared OMol25 entry of this formula, charge and spin), kJ/mol: 511.57
M, g mol⁻¹: 71.12
E_HOMO, eV: -7.204
Kohn-Sham gap, hartree: 0.259

[2]
ORCA calculation (ωB97M-V/def2-TZVPD) on an isolated ion of composition C4H9N and charge +1 in a non-equilibrium geometry.

Structure (ORCA input):
```
! RIJCOSX wB97M-V def2-TZVPD def2/J DEFGRID3
* xyz 1 2
C -2.2945 -0.6811 0.5101
C -0.9728 -0.7313 0.0243
N -0.2648 0.0567 -0.9099
C 1.1073 0.7032 -0.7808
C 1.5937 0.4234 0.5959
H -2.4094 -0.4683 1.5340
H -3.3894 -0.7590 -0.0428
H -0.5384 -1.7405 0.3113
H -0.8279 0.7376 -1.3687
H 1.6880 0.0429 -1.5275
H 1.2303 1.7244 -1.1042
H 1.3704 1.1627 1.3130
H 1.0721 -0.5119 0.8625
H 2.6354 0.0410 0.5829
*
```

Values from the calculation:
Relative energy (zero: lowest compared OMol25 entry of this formula, charge and spin), kJ/mol: 358.64
M, g mol⁻¹: 71.12
E_HOMO (spin up / spin down), eV: -14.483 / -15.827
Kohn-Sham gap (spin up / spin down), hartree: 0.311 / 0.341

[3]
ORCA calculation (ωB97M-V/def2-TZVPD) on a 2-piece molecular cluster, C4H9N2 overall in a non-equilibrium geometry.

Structure (ORCA input):
```
! RIJCOSX wB97M-V def2-TZVPD def2/J DEFGRID3
* xyz 1 1
C -2.4075 -0.1516 -0.3348
C -1.0438 -0.3178 -0.0778
C -0.2169 2.0837 0.0058
C -0.0037 -1.0854 0.6779
N -1.6420 -0.4362 -1.3077
N 0.9371 -1.7089 -0.2109
H -3.4338 -0.1298 -0.0579
H -0.8113 2.3911 0.8829
H -0.3792 2.6963 -0.9765
H 0.8787 2.2863 0.1659
H -0.4320 -1.7953 1.4231
H 0.5480 -0.4835 1.3693
H -0.2506 1.0256 0.0041
H 0.6080 -1.8903 -1.1285
H 1.7432 -1.2606 -0.2856
*
```

Values from the calculation:
Relative energy (zero: lowest compared OMol25 entry of this formula, charge and spin), kJ/mol: 576.34
M, g mol⁻¹: 85.13
E_HOMO, eV: -14.357
Kohn-Sham gap, hartree: 0.317

[4]
ORCA calculation (ωB97M-V/def2-TZVPD) on an isolated ion of composition C4H9N2 and charge +1 in a non-equilibrium geometry.

Structure (ORCA input):
```
! RIJCOSX wB97M-V def2-TZVPD def2/J DEFGRID3
* xyz 1 1
N 2.1901 0.2606 0.0994
C 0.7312 -0.1565 -0.2466
C -0.2385 -0.5056 0.7952
C -1.5676 -0.7594 0.1286
C -1.5763 0.6648 -0.3762
N -0.4087 0.9801 0.4564
H 2.3372 1.0750 0.7924
H 2.6362 0.6225 -0.8188
H 2.8289 -0.5374 0.2378
H 0.5497 -0.3236 -1.3000
H 0.1504 -1.0989 1.5616
H -2.2409 -0.7423 0.9206
H -1.5811 -1.5438 -0.5798
H -1.2958 0.7582 -1.4281
H -2.5150 1.3064 -0.2425
*
```

Values from the calculation:
Relative energy (zero: lowest compared OMol25 entry of this formula, charge and spin), kJ/mol: 445.96
M, g mol⁻¹: 85.13
E_HOMO, eV: -14.125
SMILES: [NH3+][C@H]1[C@@H]2CCN12
Kohn-Sham gap, hartree: 0.373